ORCA calculation (ωB97M-V with the def2-TZVPD basis set) on a cluster of 7 separate species, C22H38O17 in total at a distorted geometry.

Results
* strongest force on any atom: 2.1 eV/Å
* E_HOMO: -0.38716 Eh
* E_LUMO: -0.01 eV
* gap between HOMO and LUMO: 10.5 eV
* SMILES: C[C@H]1COC(=O)O1.C[C@H]1COC(=O)O1.C[C@H]1COC(=O)O1.C[C@H]1COC(=O)O1.C[C@H]1COC(=O)O1.CO.CO

Each line ends with the Löwdin charge.
Cartesian coordinates (Å):
C  -1.291  0.674  -1.819  -0.020
C  0.151  0.847  -1.413  -0.298
C  0.524  0.467  0.058  -0.092
O  1.773  -0.183  -0.104  0.035
C  2.017  -0.399  -1.411  -0.582
O  3.050  -0.855  -1.788  0.169
O  0.947  -0.076  -2.134  0.085
H  -1.931  1.520  -1.551  0.087
H  -1.768  -0.185  -1.350  0.080
H  -1.336  0.723  -2.908  0.086
H  0.484  1.888  -1.475  0.153
H  -0.203  -0.237  0.472  0.134
H  0.567  1.393  0.619  0.109
C  3.951  2.665  6.340  -0.016
C  2.549  2.757  5.783  -0.271
C  2.338  3.930  4.813  -0.110
O  1.759  3.379  3.655  0.063
C  1.817  2.022  3.712  -0.540
O  1.500  1.331  2.794  0.149
O  2.371  1.645  4.864  0.090
H  4.617  3.200  5.660  0.081
H  4.344  1.674  6.539  0.093
H  4.069  3.282  7.237  0.091
H  1.735  2.696  6.505  0.154
H  3.296  4.385  4.549  0.126
H  1.728  4.720  5.254  0.136
C  1.619  -3.644  1.131  -0.015
C  2.739  -2.844  1.774  -0.311
C  2.271  -1.795  2.754  -0.083
O  3.088  -2.031  3.927  0.068
C  3.767  -3.197  3.768  -0.576
O  4.405  -3.767  4.608  0.145
O  3.619  -3.681  2.541  0.099
H  1.138  -3.071  0.334  0.075
H  0.932  -4.062  1.864  0.090
H  2.042  -4.466  0.545  0.089
H  3.350  -2.414  0.982  0.149
H  1.213  -1.858  2.989  0.137
H  2.573  -0.835  2.351  0.108
C  0.439  -3.773  -3.742  -0.023
C  0.060  -2.977  -4.978  -0.321
C  -0.647  -1.635  -4.697  -0.095
O  0.020  -0.728  -5.564  0.071
C  1.122  -1.324  -6.102  -0.558
O  1.869  -0.771  -6.827  0.180
O  1.233  -2.594  -5.674  0.098
H  0.951  -3.263  -2.925  0.078
H  1.097  -4.598  -4.022  0.089
H  -0.474  -4.223  -3.341  0.088
H  -0.579  -3.634  -5.572  0.148
H  -0.485  -1.394  -3.652  0.099
H  -1.679  -1.853  -4.963  0.134
C  -5.454  -1.124  -1.472  -0.022
C  -6.446  -1.773  -0.540  -0.301
C  -6.181  -1.649  0.964  -0.118
O  -7.355  -1.119  1.503  0.077
C  -8.261  -0.874  0.541  -0.566
O  -9.329  -0.412  0.757  0.175
O  -7.760  -1.195  -0.675  0.090
H  -5.670  -0.065  -1.641  0.096
H  -5.390  -1.606  -2.445  0.082
H  -4.446  -1.038  -1.056  0.072
H  -6.485  -2.850  -0.714  0.148
H  -5.353  -0.975  1.227  0.133
H  -5.894  -2.613  1.393  0.133
C  3.888  3.620  0.681  -0.113
O  2.962  2.624  0.193  -0.133
H  4.753  3.092  1.072  0.086
H  4.003  4.395  -0.072  0.077
H  3.379  4.114  1.514  0.061
H  3.444  1.798  0.099  0.064
C  -1.969  4.226  -3.368  -0.167
O  -2.714  3.367  -4.224  -0.120
H  -1.623  5.127  -3.879  0.079
H  -2.430  4.575  -2.437  0.075
H  -1.125  3.600  -3.075  0.064
H  -3.291  3.922  -4.759  0.074

***

ORCA calculation (ωB97M-V with the def2-TZVPD basis set) on a cluster of 3 separate species, C22H39Br2F3N2O4P in total at a distorted geometry.

Results
* strongest force on any atom: 8.1 eV/Å
* charge: -1
* E_HOMO: -0.17596 Eh
* E_LUMO: 1.24 eV
* gap between HOMO and LUMO: 6.0 eV

Each line ends with the Löwdin charge.
Cartesian coordinates (Å):
C  6.013  -1.445  2.635  -0.238
C  4.425  -0.913  2.692  -0.725
Br  4.517  0.710  3.924  0.560
C  4.043  -0.544  1.148  -0.808
Br  4.566  -2.037  -0.145  0.543
P  2.289  0.128  0.844  0.372
C  1.426  -1.082  2.020  -0.326
C  1.604  -2.677  1.678  -0.165
C  0.659  -3.473  2.805  -0.043
F  0.634  -2.964  4.222  -0.072
C  -0.189  -4.656  2.514  -0.064
F  0.242  -5.979  3.018  -0.041
F  -1.475  -4.559  1.787  -0.025
O  0.737  0.765  0.386  -0.344
C  0.267  1.832  1.276  -0.324
O  -0.823  1.539  2.039  -0.076
C  0.863  3.349  1.420  -0.056
C  -0.201  4.509  1.961  0.003
C  0.384  6.035  2.165  -0.082
C  1.933  6.505  1.891  -0.090
C  2.981  5.371  1.337  -0.069
C  2.406  3.819  1.128  -0.007
H  6.490  -0.847  1.730  0.068
H  6.535  -1.102  3.627  0.043
H  6.082  -2.603  2.476  0.067
H  3.839  -1.807  3.167  0.089
H  4.789  0.338  0.842  0.074
H  2.155  -0.848  -0.238  -0.027
H  2.881  1.067  -0.120  -0.011
H  2.403  1.093  1.936  -0.012
H  0.253  -0.872  1.942  0.106
H  1.680  -0.879  3.169  0.097
H  1.158  -2.948  0.612  0.135
H  2.688  -3.100  1.844  0.085
H  -1.310  4.202  2.176  0.097
H  -0.367  6.854  2.577  0.076
H  2.275  7.608  2.092  0.073
H  4.124  5.605  1.121  0.081
H  3.202  3.034  0.762  0.067
C  -2.082  4.270  -3.985  -0.079
C  -0.824  4.792  -3.294  -0.426
C  -0.983  4.978  -1.767  -0.197
O  -1.740  6.131  -1.387  -0.200
C  -3.146  5.967  -1.478  -0.114
N  -0.402  6.040  -3.947  0.028
H  -2.837  5.045  -4.130  0.059
H  -1.835  3.882  -4.980  0.074
H  -2.535  3.453  -3.413  0.079
H  -0.038  4.043  -3.450  0.138
H  0.016  5.129  -1.341  0.117
H  -1.389  4.077  -1.291  0.119
H  -3.461  4.950  -1.222  0.092
H  -3.486  6.233  -2.480  0.068
H  -3.617  6.663  -0.778  0.084
H  0.494  6.328  -3.552  0.071
H  -1.048  6.775  -3.645  0.068
C  -2.695  -6.937  -0.187  -0.081
C  -3.319  -7.472  -1.473  -0.432
C  -3.082  -6.567  -2.704  -0.201
O  -3.889  -5.387  -2.737  -0.199
C  -3.419  -4.332  -1.913  -0.104
N  -4.752  -7.709  -1.247  0.030
H  -3.275  -6.128  0.261  0.060
H  -2.633  -7.733  0.566  0.080
H  -1.679  -6.570  -0.365  0.078
H  -2.842  -8.438  -1.683  0.132
H  -3.360  -7.138  -3.599  0.117
H  -2.021  -6.312  -2.819  0.118
H  -2.325  -4.291  -1.878  0.094
H  -3.831  -4.432  -0.908  0.075
H  -3.788  -3.388  -2.325  0.089
H  -5.142  -8.163  -2.074  0.068
H  -5.213  -6.794  -1.233  0.071

***

ORCA calculation (ωB97M-V with the def2-TZVPD basis set) on a cluster of 2 separate species, C22H39BrF3N2O9P2S in total at a distorted geometry.

Results
* strongest force on any atom: 2.9 eV/Å
* charge: +1
* E_HOMO: -0.41067 Eh
* E_LUMO: -2.57 eV
* gap between HOMO and LUMO: 8.6 eV

Each line ends with the Löwdin charge.
Cartesian coordinates (Å):
C  -4.573  -4.240  2.689  0.025
C  -5.717  -3.720  1.804  -0.507
O  -6.394  -2.859  2.213  0.165
O  -5.979  -4.203  0.526  0.009
C  -4.911  -3.990  -0.393  -0.080
C  -4.941  -2.593  -1.080  -0.263
C  -6.122  -2.584  -2.083  -0.551
F  -7.299  -2.764  -1.491  0.194
F  -6.222  -1.422  -2.763  0.147
F  -6.025  -3.553  -3.014  0.147
O  -5.286  -1.501  -0.232  -0.034
C  -4.150  -0.751  0.199  -0.210
N  -4.531  0.664  -0.161  0.119
C  -5.710  0.866  -0.035  -0.772
S  -7.232  1.208  0.002  0.824
C  -2.849  -1.259  -0.552  -0.320
C  -1.989  -0.167  -1.217  -0.138
C  -1.547  1.006  -0.265  -0.291
C  -1.816  2.427  -0.833  -0.534
Br  -0.220  3.565  -0.497  0.579
C  -2.163  -2.369  0.334  -0.121
P  -0.592  -1.927  1.175  0.511
O  -0.165  -3.116  1.914  -0.276
O  0.617  -1.510  0.140  -0.126
O  -0.916  -0.759  2.306  -0.133
C  -3.618  -2.040  -1.703  -0.168
P  -2.632  -3.081  -2.851  0.521
O  -1.329  -2.495  -3.185  -0.258
O  -3.482  -3.166  -4.256  -0.125
O  -2.432  -4.605  -2.319  -0.113
H  -4.104  -5.174  2.340  0.093
H  -3.831  -3.436  2.843  0.082
H  -5.011  -4.423  3.685  0.100
H  -3.960  -4.223  0.121  0.118
H  -5.020  -4.759  -1.182  0.149
H  -3.949  -0.798  1.285  0.167
H  -1.067  -0.592  -1.654  0.107
H  -2.514  0.303  -2.072  0.120
H  -2.093  0.882  0.687  0.096
H  -0.470  0.863  -0.054  0.043
H  -2.632  2.884  -0.260  0.060
H  -2.004  2.376  -1.913  0.067
H  -2.864  -2.617  1.153  0.080
H  -1.977  -3.316  -0.200  0.097
H  1.103  -0.772  0.544  0.046
H  -0.187  -0.118  2.238  0.067
H  -3.907  -1.196  -2.369  0.137
H  -3.921  -2.310  -4.394  0.083
H  -2.381  -5.151  -3.128  0.103
C  7.375  4.804  2.507  -0.092
C  7.029  4.701  1.019  -0.214
C  5.569  4.352  0.731  -0.117
N  5.243  2.866  0.616  -0.259
C  5.759  2.337  -0.710  -0.095
C  5.290  0.918  -0.988  -0.157
C  3.774  0.799  -0.929  -0.172
C  3.221  1.360  0.374  -0.180
C  3.723  2.765  0.644  -0.107
C  5.825  2.101  1.761  0.028
H  7.457  3.831  2.990  0.060
H  8.337  5.301  2.631  0.085
H  6.627  5.389  3.046  0.085
H  7.722  4.024  0.515  0.109
H  7.205  5.690  0.590  0.123
H  5.270  4.790  -0.222  0.134
H  4.918  4.762  1.504  0.136
H  5.393  3.012  -1.486  0.145
H  6.847  2.387  -0.684  0.133
H  5.637  0.619  -1.978  0.133
H  5.749  0.218  -0.285  0.120
H  3.477  -0.246  -1.039  0.124
H  3.332  1.342  -1.771  0.130
H  3.471  0.694  1.205  0.117
H  2.129  1.381  0.326  0.086
H  3.396  3.118  1.622  0.141
H  3.351  3.452  -0.119  0.137
H  5.504  2.572  2.687  0.121
H  6.908  2.102  1.667  0.112
H  5.478  1.073  1.737  0.098